Computed, not measured: a molecular structure, C22H29AsN4Pd in a non-equilibrium geometry, with ωB97M-V/def2-TZVPD.

The energy above the lowest of the compared OMol25 structures with the same formula, charge and spin comes out at 18.4 kcal/mol. As for the HOMO energy (spin up / spin down): -14.4 / -14.4 eV. The electronic energy is -3437.9275 hartree. The value obtained for the largest force on an atom is 1.23 eV Å⁻¹. Its charge is +2.

```
57
Properties=species:S:1:pos:R:3:mulliken_charge:R:1
Pd 0.119 0.150 0.096 -0.07
C -1.841 -0.659 -2.080 -0.85
C -2.216 0.803 -1.819 -0.74
C -2.767 0.985 -0.443 0.35
C -4.057 1.442 -0.224 -1.03
C -4.517 1.588 1.074 -0.40
C -3.679 1.253 2.126 -1.12
C -2.409 0.802 1.836 -0.52
N -1.954 0.680 0.583 0.64
N -0.412 -0.895 -1.831 0.92
C 0.439 -0.298 -2.865 -0.84
C 1.835 -0.143 -2.344 0.38
C 2.907 0.060 -3.196 -1.08
C 4.181 0.155 -2.664 -0.40
C 4.352 0.018 -1.294 -1.00
C 3.238 -0.172 -0.506 -0.81
N 1.998 -0.233 -1.014 0.62
C -0.120 -2.344 -1.703 -1.14
C -0.345 -2.899 -0.317 0.34
C -0.554 -4.252 -0.105 -1.19
C -0.675 -4.713 1.195 -0.34
C -0.598 -3.808 2.243 -0.95
C -0.397 -2.475 1.942 -0.27
N -0.265 -2.033 0.685 0.73
H -2.106 -0.942 -3.104 0.44
H -2.391 -1.312 -1.403 0.55
H -2.933 1.145 -2.562 0.55
H -1.336 1.445 -1.902 0.21
H -4.688 1.682 -1.068 0.50
H -5.520 1.951 1.260 0.44
H -4.000 1.343 3.154 0.47
H -1.731 0.516 2.627 0.63
H 0.053 0.678 -3.158 0.53
H 0.436 -0.921 -3.766 0.47
H 2.739 0.131 -4.263 0.53
H 5.034 0.312 -3.312 0.46
H 5.332 0.055 -0.841 0.47
H 3.323 -0.306 0.562 0.93
H 0.932 -2.501 -1.947 0.48
H -0.706 -2.909 -2.434 0.49
H -0.619 -4.934 -0.943 0.49
H -0.831 -5.766 1.388 0.44
H -0.694 -4.131 3.270 0.45
H -0.340 -1.728 2.724 0.41
C 0.984 3.499 0.629 -1.17
As 1.044 1.827 1.600 0.83
C 2.904 1.746 2.125 -1.23
C 0.162 2.284 3.257 -1.24
H 1.412 4.295 1.238 0.46
H -0.047 3.748 0.383 0.34
H 1.556 3.404 -0.292 0.33
H 3.087 2.552 2.833 0.45
H 3.535 1.888 1.251 0.39
H 3.141 0.794 2.597 0.40
H 0.773 3.018 3.779 0.47
H 0.045 1.409 3.894 0.39
H -0.815 2.715 3.049 0.38
```